Record 1
This record from OMol25 describes a cluster of 2 separate species, C6H11IN in total. The level of theory is the ωB97M-V functional and the def2-TZVPD basis.

Last column: Löwdin charge in e.
Atoms and positions in Å:
C1 -0.141968 -1.856880 -1.653545  -0.087
C2 0.963957 -1.353785 -1.228069  -0.336
C3 -1.274114 1.015331 -0.696082  -0.454
C4 -0.619016 1.133597 0.413978  -0.398
C5 -1.158985 0.316498 1.456105  -0.049
C6 0.686734 1.937057 0.733072  0.035
N1 1.402211 -1.441893 0.057470  0.056
I1 -2.387635 0.769415 -2.320793  1.260
H1 -0.396056 -1.471103 -2.635600  0.019
H2 -0.717790 -2.497752 -1.126731  0.032
H3 1.653870 -0.735323 -1.882959  0.148
H4 -1.023474 -0.774726 1.306299  0.104
H5 -2.196143 0.536114 1.808230  0.130
H6 -0.631646 0.659664 2.322398  0.096
H7 1.398408 1.154681 0.937823  0.073
H8 0.541999 2.656270 1.529243  0.104
H9 1.074621 2.501664 -0.085841  0.082
H10 0.799296 -1.842860 0.826121  0.131
H11 2.025731 -0.705969 0.238882  0.053

Forces on atoms 1 to 2 (eV/Å):
C -0.31 1.51 -3.64
C 2.24 1.61 0.42

energy above the lowest of the compared OMol25 structures with the same formula, charge and spin	99.8	kcal/mol
charge	+1
HOMO	-11.651	eV
max |F|	0.0788	Eh/bohr
energy	-15979.4614	eV

***

Record 2
This record from OMol25 describes a structure of composition C4H6CrLiO7. The level of theory is the ωB97M-V functional and the def2-TZVPD basis.

Last column: Mulliken spin population.
Atoms and positions in Å:
O1 1.246015 1.241336 -4.064842  0.000
C1 1.398678 1.307682 -2.819362  0.003
O2 2.124368 2.166177 -2.260026  0.000
O3 0.692601 0.428884 -2.088692  0.003
O4 -0.394564 -0.199020 1.263392  -0.006
C2 -0.368621 -0.379302 -0.123436  -0.014
C3 0.610420 0.634955 -0.683224  -0.012
Li1 2.523819 2.726853 -4.106164  -0.002
H1 -1.366627 -0.233054 -0.567327  -0.026
H2 -0.025211 -1.402400 -0.351594  -0.030
H3 1.601609 0.500671 -0.228214  0.000
H4 0.262868 1.654426 -0.466085  0.001
C4 -0.896147 -1.136817 2.357273  -0.366
O5 -2.143489 -0.858401 2.595196  0.355
O6 -0.025737 -0.984765 3.437799  0.046
H5 -0.297166 -0.190423 3.908688  -0.002
Cr1 -3.758367 -0.792673 1.608221  3.991
O7 -0.708734 -2.382301 1.781343  0.059
H6 -0.475716 -2.101826 0.807053  0.000

Forces on atoms 1 to 2 (eV/Å):
O 0.51 0.19 -0.56
C -0.71 -0.11 0.16

2S+1	5
energy above the lowest of the compared OMol25 structures with the same formula, charge and spin	8.0	kcal/mol
charge	-1
HOMO (alpha / beta)	-2.546 / -0.890	eV
max |F|	0.0684	Eh/bohr
energy	-47204.4530	eV

***

Record 3
This record from OMol25 describes a cluster of 9 separate species, C5H27N2O9 in total. The level of theory is the ωB97M-V functional and the def2-TZVPD basis.

Last column: Mulliken spin population.
Atoms and positions in Å:
O1 0.032778 1.086062 -1.807694  0.752
C1 0.842115 0.163609 -1.380675  -0.029
N1 1.958710 0.407179 -0.650711  0.087
C2 0.174315 -1.220172 -1.544825  0.068
N2 -1.343823 -0.901156 -1.157973  0.002
C3 -1.699910 -1.730484 0.009689  0.005
C4 -0.564007 -2.734642 0.236401  0.017
C5 0.618540 -2.256723 -0.542123  0.030
H1 2.792827 -0.208983 -0.700040  -0.001
H2 2.133021 1.355783 -0.411050  -0.005
H3 0.350270 -1.479767 -2.598347  -0.009
H4 -1.328846 0.077981 -1.100619  0.004
H5 -1.892656 -1.142816 -2.031928  0.002
H6 -1.753868 -1.012933 0.912350  0.003
H7 -2.677389 -2.324142 -0.038615  0.001
H8 -0.966999 -3.647698 -0.255779  0.015
H9 -0.047518 -2.783974 1.264942  -0.001
H10 1.370540 -1.757482 0.175824  0.011
H11 1.133643 -3.061469 -1.260239  0.019
H12 -4.340508 0.794230 0.952412  0.000
H13 -3.266702 1.422210 0.018129  0.000
O2 -3.758632 0.581311 0.218911  0.001
H14 2.422101 3.704047 1.056353  0.000
H15 1.901779 4.885750 0.264331  0.000
O3 1.633966 4.241195 0.825968  0.003
H16 4.116954 -1.094617 2.857384  0.000
H17 2.811101 -0.770270 3.008424  0.000
O4 3.371244 -1.080972 2.310908  0.001
H18 0.348366 0.619500 4.153602  0.000
H19 0.328479 0.960839 2.692678  0.000
O5 0.855942 0.373133 3.402429  0.000
H20 -1.757068 0.119676 -3.726963  0.000
H21 -3.345981 0.398905 -3.762438  0.000
O6 -2.643773 -0.160614 -3.648323  0.003
H22 -1.346463 3.020435 2.799964  0.000
H23 -1.810834 1.882799 1.693105  0.000
O7 -1.150284 2.238176 2.319171  0.000
H24 3.693908 -1.822339 -0.160374  0.000
H25 4.052219 -2.865414 -1.101715  0.000
O8 3.311081 -2.382041 -0.810469  0.000
H26 -2.250733 2.976255 -1.063384  -0.001
H27 -0.706029 2.626510 -0.975478  -0.001
O9 -1.601875 2.503121 -0.443212  0.024

Forces on atoms 1 to 2 (eV/Å):
O 3.07 -1.75 0.60
C 0.32 1.75 1.12

2S+1	2
energy above the lowest of the compared OMol25 structures with the same formula, charge and spin	86.8	kcal/mol
charge	+2
HOMO (alpha / beta)	-16.451 / -16.449	eV
max |F|	0.0979	Eh/bohr
energy	-27009.8172	eV

***

Look up the energy above the lowest of the compared OMol25 structures with the same formula, charge and spin of the second one.
8.0 kcal/mol